(1)
Formula: C59H47CsF10GeN7O2SSe
Source: the OMol25 dataset
Level of theory: ωB97M-V/def2-TZVPD

Geometry as XYZ:
```
129
Properties=species:S:1:pos:R:3:mulliken_charge:R:1
Cs -0.8678 0.1911 0.2866 0.751
C 3.1711 -0.7652 -0.1913 0.791
N 2.5453 -0.2477 0.9889 1.347
C 3.1567 0.9828 1.4658 -1.000
C 3.4333 2.0105 0.3780 -1.182
N 2.2694 2.2164 -0.4589 -0.054
C 2.2711 3.1977 -1.3347 0.332
C 3.2454 4.1990 -1.6459 0.341
F 4.4378 4.2459 -0.9851 -0.538
C 3.0721 5.1510 -2.6362 0.373
F 4.0559 6.0458 -2.8710 -0.507
C 1.9297 5.2139 -3.4002 0.542
F 1.7574 6.1615 -4.3584 -0.497
C 0.9341 4.2855 -3.1323 0.372
F -0.2065 4.3345 -3.8515 -0.561
C 1.1033 3.3339 -2.1681 0.627
F 0.1165 2.4316 -1.9822 -0.444
C 2.4229 -1.2565 2.0261 -0.349
C 1.8749 -0.7415 3.3470 -1.368
N 0.6568 0.0126 3.1619 -0.037
C 0.3156 0.8402 4.1307 -0.564
C 0.7929 0.9782 5.4697 0.401
F 1.6707 0.0801 5.9997 -0.393
C 0.3300 1.9513 6.3396 0.235
F 0.8354 2.0082 7.5898 -0.351
C -0.6458 2.8530 5.9812 0.226
F -1.0526 3.8265 6.8340 -0.373
C -1.1755 2.7542 4.7006 -0.287
F -2.1266 3.6175 4.3123 -0.081
C -0.7157 1.7929 3.8427 0.240
F -1.2552 1.6914 2.5953 0.326
H 4.2437 -1.0125 -0.0479 0.249
H 3.0851 -0.0166 -0.9740 -1.210
H 2.6638 -1.6837 -0.5081 -0.164
H 4.1119 0.7746 1.9892 0.211
H 2.4691 1.4212 2.1925 0.395
H 4.3070 1.6863 -0.2124 0.150
H 3.7673 2.9172 0.9027 0.473
H 3.4043 -1.7274 2.2378 0.282
H 1.7586 -2.0454 1.6565 -0.276
H 2.6565 -0.1424 3.8318 0.433
H 1.7469 -1.6272 3.9884 0.508
C -7.3231 -1.2666 4.9290 -1.693
C -6.5194 -1.2869 3.6541 1.067
C -5.1254 -1.2911 3.6867 -0.754
C -4.3855 -1.3158 2.5137 -0.652
C -5.0332 -1.3341 1.2879 -0.049
C -6.4168 -1.3319 1.2371 -0.363
C -7.1535 -1.3071 2.4128 -0.566
S -4.0590 -1.2447 -0.2309 0.643
O -4.9605 -1.6453 -1.2853 -0.756
O -3.5898 0.1290 -0.2324 0.252
N -2.7750 -2.1288 -0.0037 0.079
C -2.8423 -3.4925 0.0741 -0.015
C -3.9958 -4.2793 0.1273 -0.514
C -3.9284 -5.6766 0.2618 -0.940
C -2.7348 -6.3396 0.3343 -0.874
C -1.5322 -5.5997 0.2552 1.280
C -0.2648 -6.2184 0.2912 -0.775
C 0.8605 -5.4522 0.1794 -1.064
C 0.7131 -4.0590 0.0343 0.382
N -0.4398 -3.4360 0.0107 0.004
C -1.5695 -4.1824 0.1218 -0.259
H -6.6960 -1.0137 5.7844 0.365
H -7.7773 -2.2428 5.1225 0.336
H -8.1324 -0.5340 4.8755 0.359
H -4.6102 -1.2646 4.6416 0.343
H -3.2986 -1.3137 2.5479 0.505
H -6.9079 -1.3483 0.2697 0.480
H -8.2387 -1.2982 2.3657 0.322
H -4.9698 -3.8174 0.0507 0.476
H -4.8620 -6.2280 0.3057 0.360
H -2.6831 -7.4194 0.4376 0.320
H -0.2126 -7.2961 0.4008 0.371
H 1.8549 -5.8793 0.1973 0.401
H 1.6044 -3.4492 -0.0678 0.173
C 1.1023 2.1602 -5.9703 -1.023
N 1.9111 1.4662 -4.9923 0.340
C 1.5270 0.3323 -4.3622 -0.463
Se 0.0103 -0.6453 -4.6159 -0.284
N 2.5376 -0.0008 -3.5198 0.233
C 3.5859 0.9102 -3.6184 0.187
C 4.8195 0.9897 -2.9992 -0.473
C 5.6435 2.0495 -3.3627 -0.375
C 5.2452 2.9870 -4.3128 -0.746
C 4.0023 2.9044 -4.9334 -0.616
C 3.1792 1.8545 -4.5626 0.627
H 0.0585 2.0776 -5.6816 0.280
H 1.2281 1.7276 -6.9647 0.291
H 1.3856 3.2096 -5.9789 0.344
H 2.4410 -0.7555 -2.8632 0.220
H 5.1187 0.2725 -2.2460 0.311
H 6.6044 2.1664 -2.8744 0.364
H 5.9071 3.8104 -4.5560 0.353
H 3.6904 3.6451 -5.6622 0.376
C 0.5960 6.5981 0.0638 -0.511
C -0.4716 6.7380 -0.8195 -0.609
C -1.4767 5.7818 -0.8497 -0.362
C -1.4388 4.6806 0.0116 0.749
C -0.3643 4.5472 0.8894 -0.413
C 0.6488 5.4983 0.9100 -0.637
Ge -2.8618 3.3189 -0.0594 -0.334
C -3.8409 3.2733 -1.7620 0.310
C -5.2330 3.4064 -1.7762 -0.267
C -5.9473 3.2969 -2.9609 -0.671
C -5.2819 3.0470 -4.1584 -0.509
C -3.8984 2.9040 -4.1558 -0.717
C -3.1864 3.0136 -2.9675 -0.111
C -4.1221 3.4719 1.4401 0.180
C -4.1419 4.6257 2.2273 -0.200
C -5.0145 4.7352 3.3029 -0.632
C -5.8772 3.6869 3.6101 -0.495
C -5.8613 2.5326 2.8361 -0.524
C -4.9902 2.4259 1.7588 -0.078
H 1.3972 7.3261 0.0707 0.336
H -0.5074 7.5793 -1.5031 0.375
H -2.2931 5.8865 -1.5580 0.357
H -0.3003 3.6858 1.5471 0.393
H 1.4926 5.3616 1.5774 0.347
H -5.7700 3.5844 -0.8495 0.313
H -7.0266 3.3970 -2.9462 0.367
H -5.8373 2.9500 -5.0831 0.352
H -3.3700 2.6862 -5.0767 0.403
H -2.1073 2.8780 -2.9790 0.363
H -3.4548 5.4379 2.0131 0.421
H -5.0077 5.6326 3.9108 0.366
H -6.5494 3.7638 4.4561 0.359
H -6.5151 1.7000 3.0723 0.373
H -4.9709 1.5164 1.1653 0.151
```

The value obtained for the LUMO energy (alpha / beta) is 3.5 / 3.5 eV. The HOMO energy (alpha / beta) comes out at -1.95 / -1.95 eV. Its total charge is -2. The expectation value of S² is 0.754. The calculation puts the total energy at -8705.62920 hartree. Its spin multiplicity is 2. The calculation puts the HOMO-LUMO gap (alpha / beta) at 5.48 / 5.48 eV. The calculation puts the relative energy (zero: lowest compared OMol25 entry of this formula, charge and spin) at 12.1 kcal/mol.

---

(2)
Formula: C59H50Br2N6O4P2ReS
Source: the OMol25 dataset
Level of theory: ωB97M-V/def2-TZVPD

Geometry as XYZ:
```
125
Properties=species:S:1:pos:R:3:mulliken_charge:R:1
Re 0.0489 -0.0761 0.3189 2.183
C -4.6228 3.6405 12.8232 -0.820
O -4.0472 4.3864 11.7060 -0.355
C -3.6990 3.8152 10.6019 0.917
C -3.1535 4.6858 9.6061 -0.676
C -2.7578 4.1791 8.4122 -0.526
C -2.8812 2.7883 8.1438 0.508
C -3.4277 1.9312 9.1364 -0.727
C -3.8315 2.4144 10.3425 -0.506
C -2.4410 2.3015 6.8650 0.192
N -1.9247 3.0753 5.9183 -0.818
C -1.6431 2.2484 4.8885 0.512
C -1.9847 0.9381 5.1954 -0.026
N -2.4883 0.9843 6.4595 -0.084
C -1.7562 -0.1627 4.3007 0.810
C -2.0253 -1.5088 4.5517 -0.914
C -1.7026 -2.4416 3.5893 -1.118
C -1.1305 -2.0234 2.3930 -0.566
N -0.8827 -0.7400 2.1224 0.648
C -1.1838 0.1802 3.0625 -0.376
C -0.8501 1.5378 2.7194 0.091
N -0.2856 1.7070 1.4928 1.157
C 0.1170 2.9351 1.1769 -1.064
C -0.0256 4.0310 2.0272 -1.465
C -0.6199 3.8680 3.2565 -0.891
C -1.0426 2.5863 3.6213 0.794
H -4.8083 4.3928 13.5798 0.261
H -3.8939 2.9119 13.1698 0.384
H -5.5524 3.1810 12.4962 0.382
H -3.0746 5.7374 9.8450 0.492
H -2.3430 4.8196 7.6477 0.559
H -3.5356 0.8708 8.9505 0.297
H -4.2454 1.7573 11.0923 0.514
H -2.8424 0.2069 6.9923 0.218
H -2.4659 -1.8281 5.4873 0.544
H -1.8795 -3.4951 3.7512 0.577
H -0.8665 -2.7286 1.6190 0.378
H 0.5738 3.0561 0.2079 0.639
H 0.3278 4.9965 1.6928 0.759
H -0.7518 4.6962 3.9396 0.691
Br 2.4698 -5.6683 -2.6568 -0.037
C 1.8016 -4.1152 -1.8816 -0.936
C 0.7820 -3.3970 -2.4982 -0.660
C 0.2957 -2.2730 -1.8673 -0.822
N 0.7592 -1.8274 -0.6932 0.997
C 1.7946 -2.4840 -0.1371 0.665
C 2.3222 -3.6425 -0.6868 -0.724
C 2.3533 -1.8290 1.0574 0.627
C 3.5016 -2.2658 1.6926 -0.629
C 4.0170 -1.5278 2.7490 -0.573
Br 5.5602 -2.0835 3.6187 -0.042
C 3.3654 -0.3612 3.1326 -0.799
C 2.2164 0.0008 2.4658 -0.323
N 1.7012 -0.7095 1.4479 0.799
H 0.3758 -3.7084 -3.4503 0.611
H -0.5023 -1.6916 -2.3069 0.351
H 3.1287 -4.1736 -0.2049 0.620
H 4.0106 -3.1595 1.3657 0.620
H 3.7419 0.2511 3.9390 0.544
H 1.6784 0.8935 2.7487 0.388
O 1.5900 0.7238 -0.8220 0.070
P 2.0571 1.6462 -1.9498 0.755
C 0.6406 1.7940 -3.0700 -1.601
P -0.9905 2.0026 -2.2976 1.244
O -1.1026 1.0484 -1.1163 -0.875
C -2.1594 1.5793 -3.5767 0.992
C -2.0273 0.3540 -4.2440 -0.433
C -2.9391 -0.0180 -5.2133 -0.790
C -3.9993 0.8304 -5.5246 -0.777
C -4.1399 2.0421 -4.8690 -0.920
C -3.2230 2.4201 -3.8961 -0.628
C -1.2744 3.7063 -1.8669 1.092
C -0.7696 4.7416 -2.6543 -0.526
C -1.1321 6.0524 -2.3923 -0.831
C -2.0219 6.3320 -1.3622 -0.758
C -2.5529 5.3024 -0.5959 -0.781
C -2.1833 3.9904 -0.8460 -0.616
C 3.3755 0.8999 -2.8729 0.933
C 3.1875 -0.3891 -3.3879 -0.259
C 4.1955 -1.0035 -4.1039 -0.945
C 5.4008 -0.3373 -4.3123 -0.620
C 5.5958 0.9362 -3.8025 -0.907
C 4.5867 1.5591 -3.0809 -0.712
C 2.6029 3.2393 -1.3810 0.915
C 2.6299 4.3356 -2.2445 -0.603
C 3.1491 5.5455 -1.8132 -0.807
C 3.6527 5.6601 -0.5234 -0.722
C 3.6484 4.5663 0.3335 -0.634
C 3.1297 3.3546 -0.0933 -0.570
H 0.6008 0.8179 -3.5643 0.283
H 0.8092 2.5289 -3.8589 0.883
H -1.2014 -0.3144 -4.0193 0.257
H -2.8216 -0.9532 -5.7441 0.519
H -4.7082 0.5456 -6.2906 0.456
H -4.9587 2.7022 -5.1206 0.492
H -3.3389 3.3745 -3.3993 0.427
H -0.1110 4.5376 -3.4892 0.438
H -0.7403 6.8545 -3.0028 0.545
H -2.3146 7.3552 -1.1688 0.469
H -3.2672 5.5241 0.1857 0.527
H -2.6107 3.1845 -0.2606 0.339
H 2.2545 -0.9181 -3.2224 0.167
H 4.0506 -1.9964 -4.5081 0.503
H 6.1886 -0.8177 -4.8769 0.437
H 6.5335 1.4487 -3.9671 0.466
H 4.7520 2.5524 -2.6857 0.436
H 2.2739 4.2481 -3.2643 0.480
H 3.1765 6.3928 -2.4845 0.514
H 4.0662 6.6029 -0.1910 0.454
H 4.0705 4.6568 1.3252 0.507
H 3.1463 2.4926 0.5646 0.472
O -1.7070 -1.2131 -0.1532 -0.819
S -2.9989 -0.8985 -0.9550 0.822
C -3.2702 -2.3481 -1.9917 -0.652
C -4.7610 -2.6363 -1.8639 -0.756
C -5.0626 -2.5698 -0.3652 -0.660
C -4.3680 -1.3141 0.1716 -0.488
H -2.6591 -3.1489 -1.5689 0.332
H -2.9444 -2.1187 -3.0051 0.301
H -4.9998 -3.6076 -2.2933 0.407
H -5.3407 -1.8886 -2.4102 0.328
H -4.6698 -3.4579 0.1312 0.334
H -6.1321 -2.5304 -0.1697 0.377
H -3.9111 -1.4335 1.1538 -0.018
H -5.0243 -0.4451 0.1922 0.483
```

The value obtained for the LUMO energy (alpha / beta) is -9.0 / -11.5 eV. The HOMO energy (alpha / beta) comes out at -15.93 / -15.95 eV. Its total charge is +4. The expectation value of S² is 0.788. The calculation puts the total energy at -9214.01018 hartree. Its spin multiplicity is 2. The calculation puts the HOMO-LUMO gap (alpha / beta) at 6.90 / 4.47 eV. The calculation puts the relative energy (zero: lowest compared OMol25 entry of this formula, charge and spin) at 0.0 kcal/mol.

---

(3)
Formula: C59H54N5O3PRbSTe
Source: the OMol25 dataset
Level of theory: ωB97M-V/def2-TZVPD

Geometry as XYZ:
```
125
Properties=species:S:1:pos:R:3:mulliken_charge:R:1
Rb 1.0563 -0.0888 -1.2037 0.532
C -5.4824 -2.4723 -1.3931 -0.518
C -5.5086 -2.1571 -2.7451 -0.746
C -4.3344 -2.2184 -3.5218 -0.203
C -3.1181 -2.4485 -2.9067 0.104
C -3.1211 -2.8735 -1.5727 -0.466
C -4.3328 -2.9931 -0.8551 -0.680
P -1.4978 -1.9617 -3.6166 0.986
C -1.8677 -1.0811 -5.1642 0.358
C -2.8779 -0.1596 -5.1607 -0.733
C -3.0090 0.7166 -6.2453 -0.836
C -1.9308 0.8765 -7.1165 -0.368
C -0.8897 -0.0242 -7.1264 -0.835
C -0.9519 -1.0988 -6.2343 -0.469
C -0.9572 -3.5110 -4.4254 0.366
C -1.7025 -4.1061 -5.4259 0.067
C -1.4683 -5.4251 -5.8499 -0.797
C -0.4790 -6.1580 -5.2763 -0.887
C 0.4065 -5.4704 -4.4044 1.159
C 1.5023 -6.2040 -3.8112 -1.207
C 2.3710 -5.5949 -2.9425 -0.314
C 2.3260 -4.1589 -2.5873 -1.088
C 1.2361 -3.6307 -3.0577 0.680
C 0.2170 -4.1373 -3.9161 -0.835
H -6.4046 -2.4158 -0.8050 0.370
H -6.4269 -1.8663 -3.2257 0.402
H -4.4138 -1.9997 -4.5782 0.679
H -2.1810 -3.0900 -1.0746 0.508
H -4.3265 -3.3820 0.1578 0.400
H -3.5747 -0.0354 -4.3497 0.746
H -3.9389 1.2724 -6.3841 0.355
H -1.9159 1.7466 -7.7658 0.348
H -0.0604 0.0929 -7.8076 0.415
H -0.2263 -1.8984 -6.3475 0.294
H -2.5319 -3.5552 -5.9105 0.213
H -2.0326 -5.8289 -6.6815 0.384
H -0.3481 -7.2402 -5.3809 0.326
H 1.6565 -7.2392 -4.0825 0.278
H 3.1323 -6.2269 -2.4807 0.308
H 3.0568 -3.7172 -1.8766 0.456
S 8.6715 -3.4565 0.0888 -0.125
N 8.3279 -2.2672 -0.9641 -0.773
C 7.1327 -1.8701 -0.5665 0.846
C 6.3155 -0.8118 -1.1925 0.301
C 6.6472 -0.3987 -2.5028 -0.579
C 5.5991 0.2927 -3.1384 -0.786
C 4.5778 0.8573 -2.3988 -0.268
N 4.3108 0.5051 -1.1381 -0.397
C 5.0816 -0.4497 -0.5784 0.328
C 4.5900 -1.1800 0.5316 -0.266
N 3.3618 -0.8951 0.9773 -0.188
C 2.7786 -1.7410 1.8393 0.111
C 3.3455 -2.9171 2.3327 -0.890
C 4.5748 -3.3114 1.8154 -0.780
C 5.2525 -2.3963 0.9915 0.287
C 6.6062 -2.5711 0.6177 0.558
N 7.4891 -3.4143 1.1741 -0.750
H 7.6016 -0.6812 -2.9424 0.473
H 5.5090 0.2721 -4.2150 0.332
H 3.9155 1.6057 -2.8381 0.509
H 1.7328 -1.5282 2.1449 0.181
H 2.8068 -3.5289 3.0152 0.499
H 5.0297 -4.2868 1.9556 0.418
O 0.3228 1.4810 -4.3787 -0.484
H 0.1177 2.0318 -5.1616 0.199
H -0.0355 2.0251 -3.6477 0.273
O -2.6165 1.9658 -1.6792 -0.536
H -2.8983 2.4268 -2.4930 0.231
H -1.6350 1.9756 -1.7369 0.216
H 0.1676 0.0188 1.4215 -0.348
C 1.9332 -0.3684 8.4185 -1.523
C 1.5861 0.1115 7.0372 0.365
C 0.7727 -0.5913 6.1358 -0.933
C 0.3944 -0.1065 4.8753 1.741
C -0.6662 -0.9167 4.1829 -1.269
C 1.0212 1.0158 4.3638 -0.785
Te 0.3842 1.8904 2.2006 0.354
N -0.0716 2.5921 0.4155 0.344
C 0.0659 3.6911 -0.3384 -0.357
O 0.3464 3.7201 -1.6055 -0.770
C -0.3787 4.9041 0.3103 0.639
C 0.4083 5.5371 1.2905 -0.053
C -0.0249 6.7154 1.8724 -0.573
C -1.2711 7.2348 1.5587 -0.566
C -1.9472 6.7450 0.4382 -0.455
C -1.5067 5.5762 -0.1914 -0.586
C -1.8402 1.8903 2.6535 0.232
C -2.2313 2.8707 3.5119 1.113
C -1.2793 3.6859 4.3385 -1.313
C -3.6063 3.1676 3.6324 -1.243
C -4.5378 2.3778 3.0361 0.755
C -5.9925 2.7117 3.2634 -1.458
C -4.0956 1.2539 2.2981 -1.006
C -2.7456 1.0017 2.1009 1.796
C -2.4176 -0.2442 1.2793 -1.897
C 1.8445 1.7658 5.1792 1.506
C 2.5581 2.9926 4.7131 -1.244
C 2.0969 1.3267 6.5079 -0.903
H 1.4312 -1.3180 8.6245 0.327
H 1.6148 0.3703 9.1429 0.336
H 2.9964 -0.5245 8.5549 0.337
H 0.3521 -1.5765 6.3889 0.187
H -0.5847 -1.9130 4.5811 0.584
H -0.5872 -0.9212 3.0963 -0.461
H -1.7047 -0.5525 4.3987 0.270
H 1.3654 5.1253 1.6314 0.415
H 0.5741 7.2992 2.5794 0.337
H -1.7242 8.0192 2.1412 0.414
H -2.8332 7.2830 0.1153 0.345
H -2.0289 5.1136 -1.0310 0.350
H -0.7308 4.4547 3.7634 0.164
H -0.5698 3.1062 4.9678 0.110
H -1.9242 4.2408 5.0579 0.455
H -3.9372 4.0464 4.2073 0.191
H -6.0841 3.7258 3.7046 0.330
H -6.4583 2.0500 4.0038 0.294
H -6.6156 2.6876 2.3351 0.322
H -4.8139 0.5324 1.8577 0.358
H -2.5735 -0.0501 0.2368 0.534
H -3.2342 -0.9716 1.4860 0.402
H -1.5225 -0.7591 1.5283 0.216
H 3.1456 2.8428 3.7959 0.209
H 3.2313 3.2965 5.5256 0.398
H 1.8940 3.8736 4.5716 0.158
H 2.7918 1.9788 7.0740 0.164
```

The value obtained for the LUMO energy (alpha / beta) is 3.4 / 3.4 eV. The HOMO energy (alpha / beta) comes out at -0.03 / -0.97 eV. Its total charge is -2. The expectation value of S² is 0.788. The calculation puts the total energy at -3811.58513 hartree. Its spin multiplicity is 2. The calculation puts the HOMO-LUMO gap (alpha / beta) at 3.42 / 4.36 eV. The calculation puts the relative energy (zero: lowest compared OMol25 entry of this formula, charge and spin) at 0.0 kcal/mol.